No. 1
Computed, not measured: a cluster of 7 separate species, C53H117N7O7 in total, with ωB97M-V/def2-TZVPD.

```
184
Properties=species:S:1:pos:R:3:forces:R:3:lowdin_charge:R:1
C -2.244 -1.673 -1.349 -0.759 0.292 -0.775 -0.027
C -2.338 -0.334 -0.613 -0.418 -0.283 0.381 -0.487
C -3.859 -0.106 -0.303 0.044 -0.058 -0.774 -0.016
C -1.659 -0.497 0.734 0.262 1.062 0.678 -0.145
C -1.459 0.853 1.486 0.118 -0.777 -0.747 -0.139
C -0.672 1.843 0.585 -0.682 -1.119 0.850 -0.112
C -1.331 2.010 -0.784 -0.583 1.273 -0.762 -0.476
C -2.601 2.942 -0.737 0.831 -0.077 0.515 -0.006
C -0.304 2.775 -1.665 0.342 -0.341 -0.710 -0.033
N -1.631 0.713 -1.383 0.698 -0.818 0.604 -0.070
O -2.008 0.807 -2.775 -0.112 -0.101 1.431 -0.032
H -2.594 -2.495 -0.725 -0.156 0.118 0.129 0.068
H -2.935 -1.535 -2.181 -0.025 -0.584 -0.282 0.076
H -1.291 -1.988 -1.774 0.303 0.523 0.231 0.071
H -4.329 -1.054 -0.042 0.194 -0.174 0.184 0.075
H -4.086 0.590 0.505 0.270 0.092 -0.117 0.068
H -4.394 0.202 -1.202 0.063 0.287 -0.070 0.061
H -2.231 -1.143 1.401 -0.442 -0.100 -0.233 0.112
H -0.720 -1.040 0.631 0.410 0.324 -0.162 0.113
H -2.409 1.302 1.774 -0.205 -0.114 -0.113 0.098
H -1.007 0.506 2.415 0.584 0.775 0.114 0.087
H 0.326 1.428 0.447 0.158 0.188 -0.060 0.117
H -0.619 2.832 1.041 0.208 -0.050 0.036 0.096
H -3.339 2.685 0.022 -0.130 -0.523 -0.305 0.067
H -3.019 3.005 -1.742 -0.221 -0.035 0.147 0.071
H -2.292 3.938 -0.419 0.170 0.207 -0.257 0.067
H -0.463 2.666 -2.738 -0.771 0.283 -0.024 0.056
H 0.723 2.411 -1.642 0.116 -0.355 0.806 0.068
H -0.266 3.838 -1.429 -0.155 -0.022 0.101 0.067
H -1.133 0.629 -3.126 0.173 -0.114 -0.859 0.069
C -1.939 -4.631 1.785 -0.104 -0.689 -0.251 -0.015
C -3.155 -5.537 2.267 0.246 -0.247 -0.356 -0.412
C -3.114 -5.757 3.800 1.033 0.293 0.999 -0.054
C -4.548 -4.914 1.969 -0.377 0.303 -0.477 -0.135
C -5.158 -5.155 0.608 -0.750 -0.641 -0.692 -0.195
C -5.151 -6.645 0.282 0.524 0.348 -0.332 -0.151
C -3.744 -7.251 0.346 0.849 -0.344 0.025 -0.493
C -3.994 -8.785 0.290 0.350 0.720 0.301 -0.032
C -2.870 -6.708 -0.823 -1.166 0.115 0.170 -0.015
N -3.082 -6.916 1.635 -2.063 1.097 0.794 -0.119
O -1.803 -7.475 1.803 -0.130 0.025 -0.244 -0.020
H -1.942 -4.422 0.715 -0.815 0.337 -0.081 0.049
H -1.777 -3.698 2.325 -0.453 0.026 0.164 0.063
H -0.983 -5.154 1.799 -0.094 -0.474 0.736 0.069
H -3.785 -6.469 4.281 -0.399 -0.353 -0.914 0.083
H -2.131 -6.041 4.175 0.397 -0.306 -0.438 0.072
H -3.270 -4.884 4.434 -0.245 0.735 -0.614 0.072
H -5.307 -5.286 2.658 0.333 -0.149 0.444 0.117
H -4.575 -3.827 2.037 0.604 0.103 0.702 0.118
H -6.207 -4.861 0.600 -0.172 0.198 0.434 0.111
H -4.765 -4.489 -0.159 0.605 -0.379 -0.222 0.102
H -5.565 -6.882 -0.698 0.240 0.329 -0.391 0.119
H -5.840 -7.211 0.909 0.183 0.243 0.674 0.117
H -3.075 -9.346 0.458 -0.050 -0.099 -0.459 0.076
H -4.517 -9.008 -0.640 0.439 -0.253 -0.205 0.082
H -4.690 -9.067 1.081 0.065 0.127 0.203 0.077
H -3.349 -6.921 -1.778 0.326 -0.624 -0.185 0.081
H -1.830 -7.027 -0.754 -0.159 -0.056 -0.149 0.085
H -2.947 -5.620 -0.811 0.422 0.107 0.298 0.053
H -1.943 -7.905 2.650 0.443 -0.376 0.065 0.099
C -1.309 -2.320 5.857 -0.498 0.731 0.595 -0.038
C -0.127 -1.310 6.029 0.043 -1.219 -0.259 -0.478
C -0.567 0.135 5.807 0.062 0.696 0.429 -0.022
C 0.436 -1.481 7.478 0.625 0.311 0.906 -0.113
C 1.906 -0.961 7.713 -0.487 -0.395 -1.331 -0.150
C 2.790 -1.601 6.645 -1.073 -1.248 -0.281 -0.159
C 2.315 -1.487 5.206 2.422 0.054 -1.561 -0.509
C 2.717 -0.141 4.657 -1.020 0.793 -1.482 -0.043
C 3.148 -2.597 4.357 -0.686 1.093 0.151 -0.015
N 0.895 -1.772 5.082 0.500 -0.884 0.789 -0.110
O 0.452 -1.752 3.731 0.182 0.398 0.477 -0.021
H -1.852 -2.260 4.914 0.555 0.075 -0.355 0.069
H -1.026 -3.352 6.062 0.296 0.083 -0.169 0.081
H -2.101 -2.075 6.564 0.062 0.101 0.425 0.077
H -0.030 0.785 6.497 0.337 0.121 -0.100 0.071
H -0.383 0.517 4.803 -0.120 -0.276 -0.070 0.071
H -1.604 0.327 6.084 -0.209 -0.330 -0.225 0.083
H -0.223 -0.925 8.144 -0.190 0.165 -0.057 0.111
H 0.347 -2.502 7.847 0.140 -0.269 -0.449 0.110
H 1.859 0.128 7.694 0.370 0.139 -0.310 0.097
H 2.463 -1.219 8.614 -1.023 -0.163 0.628 0.107
H 2.649 -2.682 6.668 0.202 -0.396 1.388 0.109
H 3.853 -1.430 6.809 -0.043 0.333 -0.486 0.127
H 2.295 -0.059 3.655 -0.270 0.040 -0.234 0.073
H 3.770 0.049 4.449 0.156 -0.165 0.813 0.087
H 2.216 0.651 5.213 0.444 0.225 0.230 0.079
H 4.214 -2.382 4.282 0.114 0.223 0.709 0.075
H 2.889 -2.551 3.299 -0.564 -0.140 -0.011 0.056
H 3.023 -3.609 4.741 -0.181 0.034 0.034 0.077
H 0.576 -2.676 3.500 -0.211 -0.138 -0.326 0.093
C 3.547 -4.609 -3.344 -1.112 -0.571 -0.927 -0.024
C 2.811 -3.292 -3.423 0.048 2.301 1.349 -0.459
C 2.365 -2.936 -4.875 -0.017 -0.435 0.167 -0.021
C 1.501 -3.257 -2.567 0.629 -1.872 -0.090 -0.148
C 1.700 -3.478 -1.078 0.374 1.190 -0.197 -0.172
C 2.514 -2.255 -0.593 0.076 -0.638 0.698 -0.124
C 3.863 -2.043 -1.335 0.060 -1.110 -0.556 -0.465
C 4.305 -0.598 -1.078 -0.113 0.222 0.309 -0.034
C 4.952 -3.045 -0.849 -0.209 1.035 0.445 -0.024
N 3.666 -2.211 -2.812 -3.695 0.201 1.000 -0.155
O 4.740 -1.899 -3.571 1.832 0.180 -0.623 -0.010
H 3.164 -5.169 -4.197 0.304 -0.527 -0.050 0.078
H 4.620 -4.470 -3.471 -0.108 -0.133 0.250 0.093
H 3.230 -5.169 -2.464 0.601 0.029 0.143 0.074
H 2.896 -3.469 -5.664 0.553 0.235 0.160 0.079
H 1.351 -3.320 -4.993 -0.231 0.037 0.095 0.077
H 2.321 -1.873 -5.109 0.327 -0.102 0.216 0.053
H 0.931 -2.331 -2.643 0.189 0.124 -0.525 0.106
H 0.906 -4.088 -2.946 -0.374 0.052 -0.239 0.117
H 0.707 -3.603 -0.646 -0.080 0.598 0.389 0.097
H 2.199 -4.386 -0.739 0.335 -0.151 -0.582 0.101
H 2.710 -2.453 0.460 0.496 0.228 0.214 0.105
H 1.987 -1.301 -0.574 -0.511 -0.131 -0.461 0.106
H 3.563 0.118 -1.434 -0.222 -0.130 -0.225 0.077
H 5.255 -0.285 -1.510 0.131 -0.428 -0.075 0.076
H 4.368 -0.428 -0.003 0.124 -0.108 0.143 0.086
H 4.620 -4.079 -0.750 0.016 0.001 -0.723 0.072
H 5.288 -2.812 0.161 0.032 0.384 0.127 0.074
H 5.789 -2.850 -1.518 0.173 -0.739 -0.005 0.081
H 4.576 -0.971 -3.756 0.165 0.365 -0.541 0.063
C 0.505 5.439 1.484 -1.286 0.080 0.403 -0.032
C 1.683 6.169 0.839 1.365 0.679 0.351 -0.452
C 2.587 5.136 0.105 -0.579 0.077 0.579 -0.024
C 1.118 7.164 -0.181 0.297 -0.710 -1.287 -0.171
C 0.544 8.409 0.426 1.060 0.593 0.043 -0.160
C 1.749 9.151 1.106 -0.728 -0.619 -0.338 -0.140
C 2.389 8.357 2.227 -1.599 0.328 1.163 -0.487
C 3.703 9.028 2.763 -0.367 -0.227 -1.426 -0.011
C 1.336 8.474 3.373 1.239 -0.788 0.637 -0.041
N 2.593 6.960 1.772 -1.035 1.373 -2.435 -0.128
O 3.215 6.173 2.686 0.629 -0.903 1.361 -0.014
H -0.255 5.126 0.769 0.470 -0.301 -0.832 0.059
H 0.671 4.545 2.085 0.623 0.255 0.155 0.084
H -0.164 6.101 2.034 0.519 0.315 0.643 0.071
H 1.942 4.594 -0.586 0.164 -0.062 -0.244 0.064
H 3.445 5.575 -0.405 -0.247 0.302 -0.128 0.084
H 2.994 4.405 0.804 -0.151 -0.007 0.143 0.077
H 1.862 7.437 -0.928 0.641 0.219 0.339 0.118
H 0.467 6.585 -0.836 -0.737 0.028 0.277 0.113
H 0.180 9.148 -0.289 -0.207 -0.397 -0.404 0.110
H -0.306 8.142 1.054 0.199 0.352 0.426 0.101
H 1.324 10.083 1.480 0.574 0.214 0.129 0.118
H 2.541 9.325 0.377 -0.313 0.295 -0.467 0.116
H 4.235 9.563 1.977 0.032 -0.286 -0.526 0.071
H 4.398 8.271 3.126 -0.187 0.329 0.594 0.071
H 3.477 9.855 3.436 -0.046 -0.562 0.574 0.081
H 1.776 7.935 4.213 -0.431 -0.421 0.219 0.079
H 0.370 8.055 3.089 0.096 0.134 0.211 0.064
H 1.265 9.493 3.754 -0.278 0.147 -0.398 0.077
H 4.133 6.251 2.418 0.288 -0.432 0.234 0.101
C -2.516 4.418 -5.523 1.042 0.930 -0.250 -0.148
O -3.631 3.629 -5.764 0.056 -1.556 0.726 -0.153
C -3.555 2.327 -5.112 -1.192 0.759 0.884 -0.154
C -4.946 1.691 -5.186 0.198 2.343 -0.697 -0.485
C -5.278 0.584 -4.281 1.034 -0.763 1.804 -0.074
N -5.276 1.271 -6.517 -0.232 -1.024 -0.868 0.041
H -1.670 4.185 -6.171 0.074 -0.261 -0.402 0.072
H -2.073 4.420 -4.527 -0.462 -0.537 0.596 0.077
H -2.743 5.470 -5.698 -0.383 -0.048 -0.240 0.088
H -2.758 1.660 -5.441 0.147 0.090 -0.696 0.124
H -3.363 2.458 -4.047 0.247 0.347 0.137 0.091
H -5.665 2.496 -5.038 0.199 0.424 0.576 0.142
H -4.622 -0.253 -4.519 -0.150 -0.403 -0.018 0.091
H -6.325 0.302 -4.389 0.046 -0.075 0.100 0.088
H -5.063 0.815 -3.238 -0.218 0.053 0.164 0.065
H -4.594 0.566 -6.754 0.668 -0.107 -0.575 0.069
H -6.009 0.640 -6.226 -1.058 -0.125 -1.273 0.050
C 5.355 1.653 -4.104 -0.250 -1.972 -0.043 -0.068
O 4.006 1.139 -4.328 1.369 -0.251 0.467 -0.234
C 2.913 2.045 -4.436 1.159 -0.419 -1.262 -0.156
C 1.851 1.371 -5.342 -1.398 -0.476 1.256 -0.389
C 0.785 2.330 -5.822 -0.171 1.607 -1.051 -0.081
N 1.125 0.335 -4.592 -0.287 -0.395 0.998 0.044
H 5.553 2.391 -3.327 -0.782 0.405 -0.178 0.092
H 5.919 1.827 -5.020 -0.561 0.755 -0.329 0.087
H 5.869 0.760 -3.749 0.087 -0.086 0.314 0.067
H 2.627 2.298 -3.415 -0.731 0.211 -0.166 0.122
H 3.356 2.891 -4.960 -0.636 0.604 0.026 0.123
H 2.294 0.851 -6.192 0.708 0.650 -0.171 0.139
H -0.002 1.972 -6.486 0.415 -0.954 -0.249 0.075
H 1.266 3.116 -6.404 0.083 0.232 -0.149 0.077
H 0.140 2.860 -5.122 0.627 -0.206 0.947 0.055
H 0.739 -0.372 -5.202 -0.188 0.162 -0.321 0.071
H 1.717 -0.203 -3.974 0.440 0.084 0.239 0.045
```
Positions in Å, forces in eV/Å.

Its structure (SMILES) is CC1(C)CCCC(C)(C)N1O.CC1(C)CCCC(C)(C)N1O.CC1(C)CCCC(C)(C)N1O.CC1(C)CCCC(C)(C)N1O.CC1(C)CCCC(C)(C)N1O.COC[C@H](C)N.COC[C@H](C)N. The value obtained for the largest force on an atom is 3.8 eV Å⁻¹. As for the spin multiplicity: 1. As for the HOMO-LUMO gap: 8.177 eV. As for the energy relative to the best compared isomer or geometry (same formula, charge and spin): 113.4 kcal/mol. Its net charge is 0.

***

No. 2
Computed, not measured: a structure of composition C16H16BBrN5O2S3V, with ωB97M-V/def2-TZVPD.

```
45
Properties=species:S:1:pos:R:3:forces:R:3:mulliken_spin:R:1
V -0.942 0.759 -1.576 -0.257 0.858 0.725 0.971
C -4.626 2.277 -0.451 0.167 0.011 0.119 0.001
N -3.569 2.258 0.551 -0.245 0.211 -0.172 -0.001
C -3.308 3.265 1.462 -0.011 -0.049 -0.120 0.000
C -2.275 2.835 2.214 0.142 -0.103 -0.104 0.000
N -1.902 1.584 1.770 -0.038 -0.095 0.253 -0.005
B -0.850 0.705 2.505 0.087 -0.009 -0.002 0.001
N 0.505 0.507 1.687 -0.359 -0.210 0.008 -0.002
C 1.361 -0.493 2.105 -0.078 0.146 0.057 0.000
C 2.482 -0.436 1.361 0.043 0.157 -0.039 0.000
N 2.305 0.611 0.478 0.211 -0.124 -0.390 -0.003
C 3.245 1.016 -0.556 -0.133 -0.108 0.122 -0.001
C 1.074 1.149 0.654 0.025 0.416 0.467 0.007
S 0.466 2.466 -0.297 -0.066 -0.692 -0.102 -0.005
C -2.705 1.245 0.748 -0.006 -0.377 -0.002 -0.008
S -2.708 -0.226 -0.178 0.154 0.358 0.149 0.005
H -5.006 3.292 -0.521 -0.009 -0.005 -0.025 0.000
H -5.421 1.588 -0.171 -0.024 0.000 0.012 -0.001
H -4.218 1.979 -1.413 0.000 -0.001 -0.001 0.000
H -3.857 4.189 1.463 -0.015 -0.007 -0.012 0.000
H -1.748 3.314 3.018 -0.001 -0.003 0.008 0.000
H -0.579 1.284 3.548 -0.016 -0.100 -0.219 0.000
H -1.297 -0.407 2.697 0.073 0.173 -0.015 0.001
H 1.090 -1.152 2.910 -0.022 -0.024 -0.031 0.000
H 3.375 -1.036 1.371 -0.005 0.000 -0.034 0.000
H 4.138 0.403 -0.449 0.005 0.013 -0.027 0.000
H 3.498 2.068 -0.443 -0.004 0.011 0.017 0.000
H 2.814 0.867 -1.544 -0.032 -0.027 -0.041 0.000
S -3.162 4.613 -3.276 0.405 -0.759 0.190 0.018
C -2.382 3.215 -2.874 -0.558 0.915 -0.221 0.041
N -1.856 2.219 -2.560 -0.231 0.315 -0.424 -0.035
Br 0.495 -4.641 1.899 -0.036 -0.046 0.099 0.000
C 1.397 -4.105 0.323 -0.041 0.250 -0.228 0.000
C 2.515 -4.807 -0.096 0.039 -0.082 0.045 0.002
C 3.179 -4.395 -1.243 -0.042 0.186 -0.149 -0.001
C 2.725 -3.289 -1.957 0.248 -0.332 0.074 0.001
C 1.611 -2.599 -1.517 -0.224 0.594 -0.314 0.000
C 0.933 -3.001 -0.377 0.017 -0.238 0.298 0.003
C 1.141 -1.353 -2.279 -0.047 -0.553 0.777 0.007
O 1.642 -1.063 -3.347 0.026 0.183 -0.173 0.019
O 0.215 -0.718 -1.636 0.863 -0.844 -0.587 -0.017
H 2.859 -5.663 0.469 0.009 0.006 -0.011 0.000
H 4.054 -4.937 -1.578 -0.005 -0.007 0.005 0.000
H 3.224 -2.947 -2.854 -0.008 -0.005 0.013 0.000
H 0.071 -2.441 -0.039 0.001 0.000 0.003 0.001
```
Positions in Å, forces in eV/Å.

The value obtained for the largest force on an atom is 1.3 eV Å⁻¹. Its expectation value of S² is 0.76. As for the spin multiplicity: 2. As for the HOMO-LUMO gap (spin up / spin down): 6.258 / 5.741 eV. As for the energy relative to the best compared isomer or geometry (same formula, charge and spin): 11.3 kcal/mol. Its net charge is -1.

***

Question: Which of these has the highest energy relative to the best compared isomer or geometry (same formula, charge and spin)?
Answer: C53H117N7O7